60
Properties=species:S:1:pos:R:3:forces:R:3 method="wB97M-V/def2-TZVPD" homo_lumo_gap_ev=7.4939 lumo_energy_ev=-0.5 molar_mass_g_mol=441.5 e_homo_ev=-8.032 smiles="[H]/N=c1/c(C(=O)NC2CCCCC2)cc2c(=O)n3ccccc3nc2n1Cc1ccc(C)cc1" e_above_lowest_ev=0.146
O 2.6267 2.2279 0.3296 0.095 0.376 0.127
O -1.8547 4.1974 0.9789 -0.003 0.010 -0.003
N -3.4114 0.8804 -0.7572 0.125 -0.427 -0.125
N -3.6608 3.0210 0.2126 -0.146 -0.476 -0.248
N 0.7319 -1.2346 -1.0435 0.054 -0.529 -0.285
N 2.8966 0.0343 -0.2646 -0.023 -0.148 -0.029
N -1.3350 -0.1113 -0.9559 0.009 -0.194 -0.146
C 2.1891 1.1457 -0.0243 -0.041 -0.346 -0.084
C -4.1637 1.8837 -0.3822 0.119 0.097 0.063
C -2.0074 -1.2306 -1.5997 -0.187 -0.205 -0.212
C 0.6975 0.9911 -0.2120 -0.312 0.800 0.275
C -5.8212 3.9830 0.3958 0.314 0.078 0.077
C -5.5674 1.8134 -0.5870 -0.346 0.283 0.090
C -2.3157 -2.3530 0.6309 -0.007 0.012 -0.088
C 6.2221 2.0287 0.3133 -0.256 0.166 0.033
C -0.0568 2.0560 0.1637 0.347 -0.343 -0.096
C -6.3806 2.8355 -0.2091 0.257 -0.278 -0.099
C -2.0591 -2.4616 -0.7299 -0.006 -0.061 -0.021
C -1.4652 2.0592 0.0261 -0.276 -0.315 -0.163
C -1.8708 -3.7240 -1.2759 -0.062 0.199 -0.008
C -2.0833 0.9482 -0.5595 -0.337 1.041 0.375
C -4.4803 4.0386 0.5873 -0.538 0.629 0.229
C 4.3336 -0.2081 -0.2262 0.280 0.061 0.031
C 4.9742 0.0229 1.1518 -0.174 0.091 -0.017
C 5.3523 1.4737 1.4346 0.192 -0.053 0.091
C 0.0550 -0.1921 -0.7577 -0.098 -0.038 -0.014
C -2.2463 3.1774 0.4550 0.370 -0.094 0.011
C -2.2643 -5.9656 1.7516 -0.062 0.005 0.015
C 5.1020 0.5235 -1.3388 -0.172 0.060 0.038
C -2.1832 -4.7477 0.8835 0.031 -0.010 -0.052
C -1.9358 -4.8521 -0.4784 -0.024 -0.029 0.089
C -2.3726 -3.4815 1.4252 -0.008 -0.012 -0.052
C 5.4428 1.9696 -0.9949 0.213 -0.049 -0.090
H -1.5043 -1.4492 -2.5483 -0.024 0.036 0.119
H 5.8792 -0.5901 1.1950 0.023 -0.048 0.026
H -7.4464 2.7789 -0.3661 -0.097 -0.053 -0.036
H -6.4468 4.8041 0.7023 0.023 0.109 0.054
H 6.0286 2.4041 -1.8088 -0.023 0.019 -0.027
H -5.9410 0.9157 -1.0508 -0.001 -0.080 -0.038
H 2.3175 -0.7412 -0.5958 0.079 0.040 0.032
H 0.2224 -2.0353 -1.3902 -0.187 0.106 0.041
H 7.1423 1.4428 0.2261 0.100 0.008 -0.002
H -3.3070 -6.2020 1.9659 -0.031 -0.083 0.052
H -1.7593 -5.7963 2.7003 0.030 -0.059 0.070
H -1.7854 -5.8259 -0.9217 0.029 -0.110 -0.024
H -1.8145 -6.8249 1.2608 0.023 -0.084 0.022
H 6.0316 -0.0251 -1.5158 0.042 -0.035 -0.042
H 0.4275 2.9282 0.5785 0.111 0.004 0.005
H -1.6717 -3.8276 -2.3340 0.045 0.006 -0.115
H 4.4497 2.0779 1.5063 0.085 -0.007 0.097
H 4.2880 -0.3400 1.9201 0.043 -0.112 0.000
H -2.4690 -1.3779 1.0702 0.008 0.105 0.066
H 5.8823 1.5242 2.3890 -0.009 0.000 0.034
H -2.5671 -3.3800 2.4832 -0.010 0.009 0.123
H 4.4113 -1.2832 -0.4351 -0.053 0.165 0.027
H -3.0247 -0.8912 -1.8127 0.292 -0.131 -0.073
H 4.5102 0.4836 -2.2563 0.047 -0.102 -0.026
H -3.9659 4.8743 1.0411 -0.002 -0.067 -0.032
H 6.4986 3.0609 0.5355 0.093 0.006 0.007
H 4.5260 2.5462 -0.8818 0.036 0.055 -0.074